(1)
Below is a structure of composition C46H54BrCsI2N5O6PS2Si at a distorted geometry, with properties calculated with ωB97M-V/def2-TZVPD.

DFT total energy   -193949.5789 eV
Lowest unoccupied orbital energy   3.486 eV
Net charge   -2
ΔE to the lowest compared entry with this formula, charge and spin   41.6 kcal/mol

Each line ends with the Löwdin charge.
Cartesian coordinates (Å):
Cs -1.18 0.68 -0.46  1.014
O 0.81 4.20 0.27  -0.087
C -0.15 5.23 0.26  -0.259
C -1.32 5.00 -0.70  -0.183
N -2.09 3.81 -0.41  -0.174
C -2.55 3.75 0.97  -0.116
C -1.61 3.02 1.93  -0.741
O -1.81 3.21 3.14  -0.069
O -0.75 2.24 1.42  -0.457
C -3.20 3.64 -1.35  -0.146
C -3.78 2.21 -1.23  -0.769
O -4.71 2.03 -0.43  -0.021
O -3.19 1.31 -1.91  -0.551
H 0.34 3.39 0.57  0.030
H 0.36 6.14 -0.05  0.113
H -0.54 5.40 1.27  0.111
H -0.93 4.92 -1.72  0.122
H -1.96 5.91 -0.66  0.122
H -3.49 3.19 1.00  0.115
H -2.76 4.75 1.37  0.129
H -2.82 3.80 -2.36  0.065
H -4.01 4.37 -1.16  0.122
I -1.56 1.61 -3.96  1.179
C -0.20 1.94 -5.55  -0.588
C -0.65 2.87 -6.45  -0.198
C 0.04 3.18 -7.63  -0.102
C 1.19 2.51 -7.92  -0.066
C 1.70 1.54 -7.02  -0.173
C 2.88 0.86 -7.39  -0.054
C 3.42 -0.08 -6.58  -0.069
C 2.83 -0.32 -5.33  -0.101
C 1.70 0.33 -4.89  -0.294
P 1.27 -0.03 -3.10  1.000
C 2.98 0.16 -2.45  -0.387
C 3.39 1.48 -2.27  -0.143
C 4.67 1.78 -1.83  -0.130
C 5.56 0.75 -1.54  -0.113
C 5.15 -0.57 -1.70  -0.089
C 3.88 -0.86 -2.16  -0.099
C 1.06 -1.84 -3.21  -0.379
C 0.70 -2.47 -4.40  -0.100
C 0.50 -3.85 -4.44  -0.099
C 0.67 -4.61 -3.29  -0.095
C 1.00 -3.98 -2.09  -0.102
C 1.18 -2.61 -2.05  -0.135
C 1.05 1.26 -5.78  -0.176
H -1.59 3.37 -6.25  0.068
H -0.35 3.92 -8.31  0.095
H 1.73 2.70 -8.84  0.101
H 3.33 1.10 -8.35  0.102
H 4.32 -0.62 -6.86  0.101
H 3.30 -1.04 -4.67  0.102
H 2.69 2.29 -2.44  0.108
H 4.96 2.81 -1.67  0.099
H 6.55 0.97 -1.16  0.093
H 5.82 -1.38 -1.45  0.098
H 3.58 -1.89 -2.28  0.097
H 0.58 -1.90 -5.30  0.097
H 0.21 -4.32 -5.37  0.091
H 0.51 -5.68 -3.31  0.094
H 1.07 -4.52 -1.16  0.086
H 1.39 -2.16 -1.08  0.110
Br -4.79 -2.36 4.55  0.750
C -5.09 -0.49 4.63  -0.714
C -6.18 -0.06 5.37  -0.157
C -6.44 1.29 5.48  -0.102
C -5.60 2.21 4.88  -0.082
C -4.51 1.78 4.14  -0.119
C -4.25 0.42 4.00  -0.676
I -2.60 -0.11 2.85  1.202
H -6.82 -0.79 5.84  0.088
H -7.30 1.63 6.05  0.096
H -5.79 3.28 4.97  0.102
H -3.83 2.49 3.69  0.076
C 0.75 3.81 4.83  -0.010
C 1.09 2.46 4.30  -0.279
C 0.78 1.28 4.90  0.008
C 1.06 0.09 4.19  -0.332
N 1.67 0.07 3.03  0.121
C 2.09 1.24 2.48  -0.848
S 3.03 1.32 1.10  0.669
N 1.74 2.41 3.12  0.100
C 0.72 -1.25 4.77  -0.039
H 0.66 3.77 5.92  0.080
H -0.20 4.11 4.41  0.070
H 1.52 4.54 4.57  0.082
H 0.26 1.26 5.85  0.115
H 1.92 3.25 2.59  0.128
H -0.27 -1.24 5.21  0.062
H 1.44 -1.49 5.56  0.086
H 0.78 -2.01 4.00  0.066
C -1.62 -4.03 2.67  -0.109
N -1.46 -3.70 1.28  -0.047
C -2.44 -3.24 0.50  -0.871
S -2.20 -2.85 -1.13  0.592
N -3.66 -3.10 1.09  -0.087
C -4.75 -2.39 0.45  -0.140
H -0.66 -4.39 3.02  0.075
H -2.37 -4.82 2.82  0.082
H -1.91 -3.17 3.29  0.020
H -0.45 -3.71 0.97  0.051
H -3.65 -3.03 2.10  0.003
H -4.78 -2.68 -0.60  0.040
H -4.63 -1.31 0.50  0.066
H -5.68 -2.68 0.94  0.072
C 3.92 -4.32 0.38  -0.182
Si 2.54 -4.26 1.68  0.197
C 2.43 -6.03 2.38  -0.199
C 3.23 -3.21 3.09  -0.184
O 1.16 -3.75 1.09  -0.385
H 4.83 -4.77 0.79  0.010
H 4.17 -3.30 0.06  0.007
H 3.63 -4.88 -0.51  0.009
H 3.40 -6.42 2.68  0.006
H 2.01 -6.71 1.63  0.009
H 1.77 -6.06 3.25  0.003
H 4.32 -3.33 3.18  0.013
H 2.79 -3.48 4.06  0.007
H 3.02 -2.16 2.91  0.001

***

(2)
Below is a cluster of 2 separate species, C2H8NO2 in total at a distorted geometry, with properties calculated with ωB97M-V/def2-TZVPD.

DFT total energy   -7788.3425 eV
Lowest unoccupied orbital energy   4.569 eV
Net charge   -1
ΔE to the lowest compared entry with this formula, charge and spin   19.4 kcal/mol

Each line ends with the Löwdin charge.
Cartesian coordinates (Å):
C 0.28 0.22 -0.65  -0.422
O -0.25 -1.04 -0.25  -0.376
C -0.28 1.60 -0.07  -0.359
N -0.41 1.74 1.37  -0.066
H 1.30 0.23 -0.21  0.078
H 0.21 0.52 -1.78  0.091
H 0.52 2.30 -0.39  0.075
H -1.20 1.98 -0.57  0.087
H -1.15 1.09 1.65  0.036
H 0.42 1.12 1.73  0.094
H 0.16 -3.78 -0.87  -0.018
H 0.04 -2.50 0.04  -0.039
O 0.36 -3.48 0.01  -0.182

***

(3)
Below is a structure of composition C52H60CsN5O3PSi3 at a distorted geometry, with properties calculated with ωB97M-V/def2-TZVPD.

DFT total energy   -101968.2934 eV
Lowest unoccupied orbital energy   1.663 eV
Net charge   -1
ΔE to the lowest compared entry with this formula, charge and spin   20.6 kcal/mol

Each line ends with the Löwdin charge.
Cartesian coordinates (Å):
Cs 0.35 -1.15 0.14  1.135
O 2.02 -1.52 4.65  -0.054
C 1.41 -1.63 3.56  -0.565
N 1.89 -1.41 2.35  -0.167
C 3.27 -1.02 2.41  -0.233
C 3.93 -0.69 1.09  -0.274
C 5.23 -0.17 1.13  -0.038
C 5.90 0.12 -0.04  -0.081
C 5.25 -0.11 -1.25  -0.080
C 3.96 -0.61 -1.21  -0.169
N 3.32 -0.90 -0.08  0.020
C -0.05 -2.06 3.65  -0.197
C -0.65 -2.05 4.91  -0.008
C -1.95 -2.47 5.05  -0.074
C -2.64 -2.90 3.92  -0.092
C -1.98 -2.86 2.71  -0.176
N -0.72 -2.46 2.56  0.000
H 3.89 -1.80 2.88  0.126
H 3.42 -0.15 3.07  0.120
H 5.70 0.00 2.09  0.113
H 6.90 0.53 -0.02  0.100
H 5.72 0.11 -2.20  0.097
H 3.41 -0.77 -2.13  0.095
H -0.04 -1.72 5.75  0.108
H -2.44 -2.47 6.02  0.101
H -3.67 -3.22 3.98  0.097
H -2.49 -3.18 1.80  0.095
C -1.20 2.80 -2.47  -0.184
O -1.85 2.00 -1.53  -0.293
Si -2.92 2.45 -0.29  0.288
C -3.90 3.88 -1.07  -0.167
C -4.11 0.97 -0.33  -0.152
C -2.27 2.81 1.33  -0.432
Si -1.20 4.25 1.59  0.352
C 0.26 4.01 2.78  -0.187
C -2.09 5.79 2.27  -0.195
C -0.38 4.89 0.00  -0.180
Si -3.21 2.24 2.78  0.349
C -4.95 3.00 2.91  -0.193
C -2.41 2.63 4.45  -0.194
C -3.51 0.37 2.89  -0.186
H -1.70 3.77 -2.60  0.074
H -1.19 2.30 -3.44  0.069
H -0.17 2.99 -2.18  0.057
H -4.29 3.64 -2.07  0.015
H -3.31 4.79 -1.14  0.009
H -4.75 4.10 -0.42  0.023
H -4.55 0.87 -1.32  0.014
H -4.92 1.09 0.39  0.011
H -3.58 0.04 -0.09  0.025
H -0.03 4.20 3.82  0.011
H 1.08 4.69 2.54  0.014
H 0.63 2.98 2.74  0.012
H -2.49 5.61 3.27  0.006
H -2.94 6.06 1.63  0.018
H -1.43 6.66 2.33  0.015
H 0.29 4.13 -0.42  0.003
H 0.22 5.77 0.23  0.025
H -1.10 5.16 -0.77  0.009
H -4.88 4.09 2.93  0.015
H -5.49 2.67 3.80  0.015
H -5.54 2.73 2.04  0.007
H -2.31 3.70 4.64  0.007
H -1.42 2.18 4.53  0.026
H -3.03 2.21 5.25  0.020
H -4.42 0.05 2.37  0.016
H -3.62 0.08 3.94  0.020
H -2.67 -0.19 2.48  0.013
C 3.58 3.57 0.51  -0.034
C 2.68 2.49 0.50  -0.116
N 2.22 1.93 -0.60  0.150
C 2.67 2.40 -1.78  -0.173
C 3.57 3.47 -1.88  -0.150
C 4.02 4.06 -0.69  -0.016
C 4.03 3.90 -3.18  -0.028
C 3.62 3.27 -4.30  -0.034
C 2.71 2.17 -4.24  -0.149
C 2.28 1.47 -5.38  -0.020
C 1.41 0.42 -5.24  -0.041
C 0.97 0.09 -3.95  -0.127
N 1.35 0.72 -2.87  0.142
C 2.22 1.74 -2.99  -0.173
H 3.90 4.00 1.45  0.108
H 2.32 2.08 1.43  0.109
H 4.71 4.90 -0.74  0.113
H 4.72 4.73 -3.23  0.110
H 3.97 3.60 -5.27  0.108
H 2.64 1.78 -6.35  0.112
H 1.05 -0.14 -6.10  0.102
H 0.27 -0.72 -3.81  0.078
O -0.81 -2.21 -1.86  -0.658
P -1.69 -2.81 -2.91  0.770
C -2.58 -4.27 -2.33  -0.265
C -2.40 -5.54 -2.86  -0.067
C -3.07 -6.62 -2.32  -0.081
C -3.93 -6.44 -1.24  -0.082
C -4.11 -5.17 -0.70  -0.069
C -3.44 -4.09 -1.24  -0.067
C -2.95 -1.68 -3.52  -0.266
C -2.69 -0.31 -3.42  -0.055
C -3.59 0.59 -3.96  -0.061
C -4.73 0.14 -4.60  -0.070
C -5.00 -1.22 -4.68  -0.082
C -4.11 -2.13 -4.14  -0.092
C -0.72 -3.32 -4.35  -0.282
C 0.63 -3.57 -4.14  -0.072
C 1.44 -3.96 -5.20  -0.071
C 0.89 -4.11 -6.46  -0.086
C -0.46 -3.86 -6.68  -0.081
C -1.26 -3.47 -5.62  -0.069
H -1.72 -5.68 -3.70  0.103
H -2.93 -7.61 -2.73  0.102
H -4.45 -7.28 -0.81  0.102
H -4.77 -5.03 0.15  0.108
H -3.57 -3.10 -0.82  0.117
H -1.83 0.05 -2.87  0.091
H -3.40 1.65 -3.85  0.102
H -5.43 0.86 -5.01  0.104
H -5.91 -1.57 -5.16  0.100
H -4.33 -3.19 -4.18  0.108
H 1.05 -3.43 -3.15  0.113
H 2.49 -4.14 -5.03  0.106
H 1.52 -4.41 -7.29  0.101
H -0.88 -3.97 -7.67  0.102
H -2.31 -3.25 -5.80  0.101

***

(4)
Below is an isolated molecule of C3H6N2S2 at a distorted geometry, with properties calculated with ωB97M-V/def2-TZVPD.

SMILES string   C[C@H]1SN=CNS1
DFT total energy   -27856.2367 eV
Lowest unoccupied orbital energy   0.491 eV
ΔE to the lowest compared entry with this formula, charge and spin   66.0 kcal/mol

Each line ends with the Löwdin charge.
Cartesian coordinates (Å):
C -2.12 -0.61 0.01  -0.207
C -0.59 -0.47 0.27  -0.914
S 0.56 -1.68 -0.50  0.829
N 2.17 -0.94 -0.25  -0.276
C 2.26 0.28 0.08  -0.348
N 1.25 1.28 -0.18  -0.374
S -0.42 1.13 -0.58  0.867
H -2.61 -1.59 0.14  0.076
H -2.68 0.21 0.52  0.071
H -1.96 -0.27 -1.14  0.056
H -0.42 -0.29 1.26  0.029
H 3.18 0.61 0.28  0.067
H 1.40 2.34 0.09  0.122

***

Gap between HOMO and LUMO (eV)
6.30, 7.76, 5.15, 8.35